# 1
Density functional theory data (wB97M-V/def2-TZVPD) for 2 unconnected molecules or ions with the total composition C5H11N.

Last column: Löwdin charge in e.
Cartesian coordinates (Å):
C 1.221 2.626 1.938  -0.324
C -0.555 -2.881 -0.223  0.062
C -0.445 -2.303 -1.468  -0.227
C -0.476 -1.004 -1.888  -0.077
C -0.813 0.006 -0.815  -0.110
N 0.519 1.785 1.034  -0.078
H 2.193 2.137 2.113  0.051
H 1.348 3.707 1.729  0.048
H 0.795 2.800 3.050  0.097
H -0.380 -3.931 -0.025  0.055
H -0.088 -3.036 -2.271  0.122
H -0.293 -0.588 -2.946  0.139
H -1.111 -0.598 0.154  0.100
H -1.513 0.726 -1.100  0.057
H 0.137 0.474 -0.537  0.046
H -0.529 -2.316 0.760  0.084
H -0.012 2.396 0.496  -0.045

Computed properties:
LUMO level ... -0.098 hartree
Net charge ... 0
Energy ... -6846.087 eV
HOMO level ... -6.041 eV
ΔE to the lowest compared entry with this formula, charge and spin ... 7.442 eV
HOMO-LUMO gap ... 3.37 eV

---

# 2
Density functional theory data (wB97M-V/def2-TZVPD) for C6H9N in the gas phase.

Last column: Löwdin charge in e.
Cartesian coordinates (Å):
C -1.605 0.997 -0.428  -0.036
C -0.322 0.256 -0.218  -0.371
C 0.278 -0.693 -1.228  -0.055
C -0.071 -1.191 0.134  -0.144
C 0.951 -0.726 1.209  -0.186
N 2.000 0.187 0.767  0.063
C 0.665 0.694 0.918  -0.202
H -2.069 1.238 0.535  0.080
H -2.320 0.408 -1.012  0.081
H -1.425 1.940 -0.959  0.082
H -0.415 -0.998 -2.011  0.111
H 1.311 -0.666 -1.573  0.096
H -0.799 -1.977 0.316  0.134
H 1.065 -1.195 2.178  0.129
H 2.252 0.192 -0.213  0.080
H 0.503 1.532 1.586  0.135

Computed properties:
LUMO level ... 0.041 hartree
Net charge ... 0
Energy ... -7854.629 eV
Structure (SMILES) ... C[C@]12C[C@H]1[C@H]1N[C@H]12
HOMO level ... -8.552 eV
ΔE to the lowest compared entry with this formula, charge and spin ... 3.531 eV
HOMO-LUMO gap ... 9.65 eV